A molecular structure, C10H17HgNO5 at a distorted geometry. Source: the Open Molecules 2025 dataset; level of theory: ωB97M-V/def2-TZVPD.

Each line ends with the Löwdin charge.
Atoms and positions in Å:
Hg: -0.28 -0.15 0.84  1.42
O: -0.57 1.05 -1.05  -0.08
C: -0.56 0.59 -2.24  -0.33
O: 1.27 -1.21 -0.56  0.02
C: 1.04 -1.29 -1.77  -0.43
O: 1.67 -2.21 -2.51  0.12
N: 0.14 -0.58 -2.56  0.08
C: 1.23 -2.11 -3.91  -0.04
C: 0.39 -0.88 -3.96  -0.10
H: 0.64 -3.01 -4.15  0.16
H: 2.11 -1.99 -4.56  0.16
H: -0.60 -1.01 -4.42  0.14
H: 0.93 -0.02 -4.39  0.16
C: -1.18 1.36 -3.29  -0.04
C: -1.52 2.64 -2.93  0.17
H: -1.39 0.97 -4.31  0.13
H: -1.23 2.99 -1.94  0.09
H: -1.98 3.34 -3.64  0.11
C: 2.43 0.54 2.53  -0.05
O: 1.03 0.90 2.67  -0.29
C: 0.37 0.73 3.93  -0.15
C: -0.31 -0.63 3.98  -0.14
O: -1.16 -0.86 2.84  -0.30
C: -2.50 -0.27 2.71  -0.05
H: 2.65 -0.55 2.50  0.11
H: 3.04 1.04 3.30  0.11
H: 2.71 0.95 1.54  0.10
H: 1.02 0.90 4.79  0.16
H: -0.40 1.50 3.90  0.14
H: 0.45 -1.41 3.85  0.14
H: -0.86 -0.83 4.90  0.16
H: -3.01 -0.97 2.03  0.11
H: -3.04 -0.23 3.67  0.12
H: -2.53 0.73 2.21  0.10

M   431.8 g mol⁻¹
HOMO level   -17.34 eV
Frontier orbital gap   8.64 eV
Net charge   +2